Entry 1:
Here is C28H32N5O4PTl as an isolated structure from the Open Molecules 2025 dataset. Energies are from the ωB97M-V functional and the def2-TZVPD basis.

```
71
Properties=species:S:1:pos:R:3:forces:R:3:mulliken_charge:R:1
C 3.746727 -0.135397 2.105077 0.1 -0.1 0.0 -0.338
C 2.782958 -2.969339 0.255703 0.1 -0.1 0.1 -0.983
H -3.040900 4.105293 1.026909 0.0 0.0 0.0 0.371
C -1.117028 1.812056 -3.711919 -0.1 0.0 0.0 -0.132
P -0.577642 1.107822 -2.099593 0.0 0.0 0.0 0.011
H -5.371307 0.985767 -0.691151 0.0 0.0 0.0 0.482
H 3.676292 4.441055 -0.399486 0.0 0.0 0.0 0.356
C 3.597132 -1.651262 2.184557 0.2 -0.1 0.0 -1.180
C 2.032320 4.267885 -1.769624 0.0 0.0 0.0 -0.568
H -3.655215 3.404212 -5.310999 0.0 0.0 0.0 0.387
H 3.317612 -2.743813 -1.827699 0.0 0.0 0.0 0.430
N 2.500304 0.486281 2.514804 -0.2 0.1 0.2 -0.435
H 4.608771 0.163520 2.720011 0.0 0.0 0.0 0.429
H 3.267750 2.303314 0.676654 0.0 0.0 0.0 0.096
H 3.460067 -1.929793 3.231708 0.0 0.0 0.0 0.414
H -2.436257 -5.738046 2.526521 0.0 0.0 0.0 0.528
H 1.075401 -2.029759 -1.891834 0.0 0.0 0.0 0.152
H 3.702389 -3.560019 0.402834 0.0 0.0 0.0 0.358
H -4.009898 -0.914343 0.121658 0.0 0.0 0.0 0.275
C -1.728928 -4.952346 2.726008 0.0 0.0 0.0 -0.614
N -0.952837 -4.396711 1.779637 0.0 0.1 0.1 -0.221
O -1.662148 -4.071792 6.272165 -0.2 -0.4 -0.1 -0.598
H -3.321997 0.196442 -1.969912 0.0 0.0 0.0 0.662
O -2.906700 -5.581021 5.218742 -0.1 0.0 -0.1 -0.670
O 0.012721 -2.406742 5.660436 0.3 0.2 -0.1 -0.889
H -5.179600 2.981778 0.798693 0.0 0.0 0.0 0.402
C -2.060063 -4.707993 5.198066 0.1 0.1 0.3 0.502
C 0.295293 -2.361320 4.430770 -0.1 0.0 0.1 0.253
H 0.041879 1.954119 -6.904585 0.0 0.0 0.0 0.375
H 4.536022 -2.111713 1.845487 0.0 0.0 0.0 0.377
H 1.754898 -2.547602 2.010452 0.0 0.0 -0.1 0.185
H 2.569323 1.487156 2.635804 0.0 0.0 -0.1 0.200
H 1.782815 -0.546201 -1.734801 0.0 -0.1 0.1 0.150
C -3.151627 0.751656 -1.053273 -0.1 0.0 0.0 -0.305
C -3.578602 0.072216 0.210830 0.0 0.0 0.0 -0.912
C -1.854346 2.727504 -6.257598 0.0 0.0 0.0 -0.424
C 0.776044 2.220805 -1.581946 0.0 0.1 0.0 0.260
C 2.941132 -2.119940 -1.004448 0.1 -0.1 0.0 -0.549
Tl 0.518768 -0.242178 0.906344 -0.2 0.3 -0.1 0.995
C 0.987664 3.460571 -2.190998 0.0 0.0 0.0 -0.212
C -2.335035 2.457347 -3.913779 0.0 0.0 0.0 -0.195
H -2.958073 0.233215 1.082178 0.0 0.0 0.0 0.203
H -1.019700 3.293386 -0.160391 0.0 0.0 0.0 0.445
H -0.909387 -3.384682 6.033939 -0.1 0.2 0.0 0.451
C 2.599573 2.597294 -0.130166 0.0 0.0 0.0 -0.383
C -0.423443 -3.369884 3.556210 0.0 -0.1 0.0 0.079
C -1.924128 2.700489 -0.218303 0.0 0.0 0.0 0.206
C -1.414399 -4.327142 3.909067 -0.1 -0.1 -0.1 0.362
N 1.685762 -1.464468 -1.316906 -0.1 0.0 -0.2 -0.186
H -2.138409 3.082358 -7.240222 0.0 0.0 0.0 0.361
C -0.276509 1.632182 -4.813043 0.0 0.0 0.0 -0.088
C -4.401952 1.230258 -0.274482 0.0 0.0 0.0 -0.187
C -2.703630 2.904591 -5.177417 0.0 0.0 0.0 -0.697
H 2.206709 5.228028 -2.241044 0.0 0.0 0.0 0.381
C -4.280671 2.532152 0.392974 0.0 0.0 0.0 -0.685
H -0.951599 -4.582434 0.793375 0.0 0.0 0.0 0.157
H 1.968355 -3.682367 0.100279 -0.1 0.0 0.0 0.246
C -0.632176 2.093187 -6.068275 0.0 0.0 0.0 -0.609
H -2.995471 2.632397 -3.074088 0.0 0.0 0.0 0.304
C 2.847145 3.825426 -0.735054 0.0 0.0 0.0 -0.952
H 3.959887 0.164406 1.073411 0.0 0.0 0.0 0.128
H 0.676617 1.132298 -4.675806 0.0 0.0 0.0 0.342
C 1.560371 1.737102 -0.514616 0.0 -0.2 0.0 0.027
N 2.476993 -2.162440 1.413519 0.1 0.1 -0.1 0.509
C -1.968523 1.633158 -1.031477 0.0 0.0 0.0 -0.375
H 2.113365 0.059055 3.354647 0.1 0.0 0.0 0.307
O 1.082030 -1.587777 3.871070 0.0 -0.1 0.1 -0.422
H 0.342357 3.799090 -2.995200 0.0 0.0 0.0 0.357
H 3.697547 -1.355177 -0.814455 0.0 0.0 0.0 0.247
N -0.157855 -3.428322 2.260871 0.0 -0.1 0.0 -0.159
C -3.104935 3.165151 0.493182 0.0 0.0 0.0 -0.794
```
Positions in Å, forces in eV/Å.

Gap between HOMO and LUMO in eV: 6.45
Lowest unoccupied orbital energy in eV: 2.3454
Highest occupied orbital energy in eV: -4.10
Relative energy (zero: lowest compared OMol25 entry of this formula, charge and spin) in kJ/mol: 40.4
Charge: -1

Entry 2:
Here is one molecule with the formula C28H32N6O5 from the Open Molecules 2025 dataset. Energies are from the ωB97M-V functional and the def2-TZVPD basis.

```
71
Properties=species:S:1:pos:R:3:forces:R:3:mulliken_charge:R:1
H 1.382564 3.142820 -1.967286 0.0 -0.1 0.0 0.436
H 1.501352 4.105428 2.491257 0.0 0.0 0.0 0.365
C 1.535595 -2.991963 1.195056 0.4 -0.5 0.3 -1.190
O -0.460351 2.022153 -1.386387 0.0 0.1 0.0 -0.737
C 1.942675 3.921565 1.506143 -0.1 0.1 0.0 -0.835
C -1.474185 -0.415730 -0.212007 0.1 -0.3 0.2 -1.066
H -3.795573 -1.792408 -3.953293 0.0 0.0 0.1 0.387
C -3.704786 -0.955914 -3.258521 -0.2 -0.3 0.2 -0.337
H 2.423023 4.832465 1.152619 -0.1 0.0 0.0 0.242
N 1.688168 1.234341 -1.271384 0.2 -0.4 0.1 0.340
H 5.980491 -0.412395 1.080882 0.0 0.0 0.0 0.323
H -3.639095 2.215910 -3.897858 0.0 0.0 0.1 0.406
C -0.112594 -0.139552 -0.490206 0.3 -0.1 -0.1 0.728
H 6.901125 1.030927 1.571122 0.0 -0.1 0.0 0.254
C 2.128318 -0.998580 2.546495 -0.2 0.1 0.4 -0.094
C 3.472441 2.617616 -1.998186 -0.4 0.0 0.0 -0.712
C 2.549076 0.204789 -0.954849 -0.2 0.0 0.1 -0.119
H 4.576743 -0.436223 -1.020435 0.1 -0.1 0.1 0.600
C 1.355057 1.269750 2.290784 0.1 0.3 -0.1 -0.574
H -5.726511 1.246833 0.088157 -0.1 0.0 0.0 0.416
O -3.688022 0.212431 -4.043869 -0.1 0.0 -0.2 -0.465
H -5.718895 1.511805 -2.793250 0.0 0.0 0.0 0.314
N -4.033944 -0.825117 0.979633 -0.1 0.2 0.3 -0.109
H -5.822611 -0.948279 -2.828249 0.0 0.0 0.0 0.357
H -6.785054 0.087617 -0.745034 0.0 0.1 0.0 0.313
H 1.166519 -4.016093 1.246851 0.1 0.1 -0.1 0.572
H 2.649483 -3.026428 3.037893 0.0 -0.1 0.1 0.488
C 2.153176 2.410371 -1.770802 0.3 0.7 -0.3 -0.323
C 3.425520 -0.564841 2.281778 0.2 0.3 0.1 -0.272
H -5.998709 -0.538587 1.640973 0.0 -0.1 -0.1 0.363
H 3.814092 3.564132 -2.381147 -0.1 0.1 0.0 0.445
H 0.928414 -2.637699 3.228282 0.0 0.0 0.0 0.417
N -4.760737 0.216365 -1.411329 -0.2 0.2 -0.1 0.601
H -2.000366 -3.846158 1.601017 0.0 0.3 -0.2 0.228
C 4.385828 1.574104 -1.731865 -0.2 -0.4 0.1 -0.298
H -4.820763 -1.859044 -1.664767 0.0 -0.1 0.0 0.459
O -3.739077 -2.996465 0.423480 0.0 -0.3 -0.1 -0.707
C 0.859999 -1.077172 -0.100988 0.0 0.8 -0.8 0.488
O 2.963606 2.956506 1.568468 0.2 -0.4 0.1 -0.405
H 0.101341 -0.374143 2.820039 -0.1 -0.1 0.0 0.455
H 2.432376 -2.917333 0.581536 -0.1 -0.1 0.1 0.553
C -3.274855 -1.883152 0.595340 0.1 0.3 0.3 -0.145
O 4.923089 1.267246 1.695639 -0.3 0.1 0.0 -0.424
C -4.771198 1.414966 -2.233871 0.2 0.0 -0.2 -0.796
C -3.607900 1.356739 -3.225493 -0.2 0.3 0.2 -0.176
H 0.532363 1.966998 2.299463 -0.1 0.1 0.0 0.404
C -4.869679 -0.953795 -2.269320 0.3 0.0 -0.2 -0.829
H 4.219575 -1.294001 2.271955 0.2 -0.1 0.0 0.465
C 2.629052 1.690414 1.955968 0.1 0.1 -0.1 0.925
H 6.135840 0.005065 2.809655 0.0 0.0 0.0 0.380
H -3.586234 0.076876 1.032628 0.1 -0.2 0.0 0.238
H -2.760041 -1.047729 -2.701330 -0.1 0.0 0.0 0.074
C 1.109419 -0.064335 2.585651 0.2 -0.2 0.2 -0.551
C 0.273072 1.098100 -1.076669 -0.3 -0.3 0.2 0.085
H -5.743067 -1.799103 0.417684 0.0 0.1 0.1 0.476
C 1.815556 -2.463621 2.619133 -0.1 0.0 -0.3 -1.338
H 5.437128 1.722382 -1.921490 0.1 0.0 0.0 0.438
H -4.651693 2.291019 -1.591878 0.0 0.0 0.0 0.429
C -5.763447 0.249621 -0.361201 0.2 -0.1 0.0 -0.835
N 0.503730 -2.190784 0.569708 0.1 0.0 -0.2 0.035
H -2.206647 0.305461 -0.548065 -0.1 0.0 0.0 0.419
C -1.833745 -1.564956 0.410258 0.0 0.4 -0.3 1.446
C 6.033927 0.412891 1.798589 0.1 -0.1 0.0 -0.966
N -1.020212 -3.619023 1.474495 0.1 -0.2 0.2 -0.816
C 3.927331 0.394663 -1.237900 0.3 0.4 -0.2 -0.690
H -2.655372 1.364857 -2.676243 -0.1 0.0 0.0 -0.038
C -0.826303 -2.530089 0.844589 -0.6 -0.4 0.2 0.175
N 2.159740 -0.910916 -0.394483 -0.1 -0.4 0.0 -0.455
C 3.691525 0.760205 1.992586 0.1 0.1 0.1 0.519
C -5.453697 -0.792501 0.726173 -0.2 0.0 -0.1 -1.028
H 1.151934 3.634323 0.804742 0.0 0.0 0.0 0.272
```
Positions in Å, forces in eV/Å.

Gap between HOMO and LUMO in eV: 7.44
Lowest unoccupied orbital energy in eV: -0.3717
SMILES: [H]/N=c1\c(C(=O)NCCN2CCOCC2)cc2c(=O)n3ccccc3nc2n1CCc1ccc(OC)c(OC)c1
Highest occupied orbital energy in eV: -7.81
Relative energy (zero: lowest compared OMol25 entry of this formula, charge and spin) in kJ/mol: 7.5
Charge: 0

Q: The highest relative energy (zero: lowest compared OMol25 entry of this formula, charge and spin) belongs to which entry?
A: C28H32N5O4PTl